DFT (wB97M-V/def2-TZVPD) results for one molecule with the formula CH4N2O.

As for the HOMO energy: -9.80 eV. As for the energy relative to the best compared isomer or geometry (same formula, charge and spin): 3.2196 eV. The LUMO energy is 0.83 eV. As for the strongest force on any atom: 4.9 eV/A. The energy comes out at -6127.2880 eV. As for the SMILES: NNC=O. The total charge is 0.

CARTESIAN COORDINATES (ANGSTROEM)
C (1.0699, 0.3075, 0.0434)
H (-0.5580, -1.4188, -0.5421)
H (-1.6450, -0.8331, 1.0131)
H (-0.6092, 1.4485, -0.4295)
H (1.6148, 1.2908, -0.0536)
N (-1.2416, -0.5251, -0.1167)
N (-0.2663, 0.4911, 0.0811)
O (1.6353, -0.7608, 0.0042)

DFT (wB97M-V/def2-TZVPD) results for a 2-piece molecular cluster, CH4N2O overall.

As for the HOMO energy (alpha / beta): -8.48 / -8.37 eV. As for the energy relative to the best compared isomer or geometry (same formula, charge and spin): 6.9792 eV. The LUMO energy (alpha / beta) is 0.12 / 0.28 eV. As for the strongest force on any atom: 6.6 eV/A. The energy comes out at -6123.5284 eV. The total charge is 0.

CARTESIAN COORDINATES (ANGSTROEM)
C (-0.2115, -0.0491, -0.1211)
N (0.2545, 1.1544, -0.1291)
N (0.4016, -1.2273, -0.1314)
O (-2.4099, -0.1156, -0.0405)
H (1.1953, 1.5297, 0.2253)
H (-0.4958, 1.9314, -0.0331)
H (1.2862, -1.1730, 0.3139)
H (-0.0203, -2.0506, -0.0840)

DFT (wB97M-V/def2-TZVPD) results for a 2-piece molecular cluster, CH4N2O2 overall.

As for the HOMO energy: -10.35 eV. As for the energy relative to the best compared isomer or geometry (same formula, charge and spin): 2.5053 eV. The LUMO energy is 0.89 eV. As for the strongest force on any atom: 4.4 eV/A. The energy comes out at -8174.1802 eV. As for the SMILES: N#[N+][O-].CO. The total charge is 0.

CARTESIAN COORDINATES (ANGSTROEM)
C (1.7266, -0.2772, -0.0925)
N (-2.7864, -1.1704, -0.1847)
N (-3.1907, -0.1397, -0.0049)
O (-3.5845, 0.9345, 0.1728)
O (0.7835, 0.8082, -0.1146)
H (2.7444, -0.0117, -0.3287)
H (1.2806, -0.9449, -0.7257)
H (1.9608, -0.8438, 0.9703)
H (1.0656, 1.6450, 0.3080)

DFT (wB97M-V/def2-TZVPD) results for one molecule with the formula CH4N2O2.

As for the HOMO energy: -8.99 eV. As for the energy relative to the best compared isomer or geometry (same formula, charge and spin): 4.7679 eV. The LUMO energy is 0.27 eV. As for the strongest force on any atom: 6.8 eV/A. The energy comes out at -8171.9176 eV. As for the SMILES: O/N=C\NO. The total charge is 0.

CARTESIAN COORDINATES (ANGSTROEM)
C (0.1087, 0.9656, -0.0137)
H (1.6838, -1.4258, 0.6715)
H (2.0938, 0.8329, -0.3721)
H (0.1710, 2.1237, -0.1550)
H (-0.9905, -1.4306, 0.3082)
N (1.2704, 0.4135, 0.1596)
N (-1.1621, 0.6729, 0.0212)
O (1.2196, -0.9961, -0.1736)
O (-1.7656, -0.6912, -0.0309)

- Which value of energy relative to the best compared isomer or geometry (same formula, charge and spin) does entry 1 give?
  3.2196 eV

- The lowest strongest force on any atom belongs to which entry?
  number 3

- Which value of total charge does entry 1 give?
  0

What did the second record say?
DFT (wB97M-V/def2-TZVPD) results for a 2-piece molecular cluster, CH4N2O overall.

As for the HOMO energy (alpha / beta): -8.48 / -8.37 eV. As for the energy relative to the best compared isomer or geometry (same formula, charge and spin): 6.9792 eV. The LUMO energy (alpha / beta) is 0.12 / 0.28 eV. As for the strongest force on any atom: 6.6 eV/A. The energy comes out at -6123.5284 eV. The total charge is 0.

CARTESIAN COORDINATES (ANGSTROEM)
C (-0.2115, -0.0491, -0.1211)
N (0.2545, 1.1544, -0.1291)
N (0.4016, -1.2273, -0.1314)
O (-2.4099, -0.1156, -0.0405)
H (1.1953, 1.5297, 0.2253)
H (-0.4958, 1.9314, -0.0331)
H (1.2862, -1.1730, 0.3139)
H (-0.0203, -2.0506, -0.0840)